17
Properties=species:S:1:pos:R:3:mulliken_charge:R:1 method="wB97M-V/def2-TZVPD" charge=0 multiplicity=1 energy_ev=-11267.9015 max_force_ha_per_bohr=0.1585 homo_lumo_gap_ev=7.61 lumo_energy_ev=-0.3882 homo_energy_ev=-8.00
C 1.522 -0.154 0.007 0.11
C 0.088 -0.335 0.081 0.86
C -0.226 -1.599 0.133 -0.67
C -1.573 -1.678 -0.185 -0.75
C -0.932 0.448 -0.038 -0.26
H 2.924 1.146 -0.407 0.23
H 1.332 1.932 -0.544 0.31
H 3.194 -1.207 -0.103 0.18
H 0.529 -2.270 0.123 0.69
H -2.194 -2.617 -0.251 0.33
H -3.055 -0.024 -0.473 0.31
H -0.779 1.966 1.770 0.30
H -1.944 2.963 -0.156 0.28
N 1.943 0.983 -0.516 -0.45
N 2.156 -1.201 0.412 -0.71
N -2.017 -0.337 -0.160 -0.05
N -0.969 1.983 0.308 -0.72


80
Properties=species:S:1:pos:R:3:mulliken_charge:R:1 method="wB97M-V/def2-TZVPD" charge=+1 multiplicity=1 energy_ev=-114818.2165 max_force_ha_per_bohr=0.0274 homo_lumo_gap_ev=6.50 lumo_energy_ev=-3.4248 homo_energy_ev=-9.93
Zr 0.505 -0.196 0.830 0.37
S -0.941 1.337 -1.881 -0.07
C -2.401 1.116 -2.686 0.37
N -2.693 1.918 -3.685 0.18
C -4.091 1.979 -4.139 -0.54
C -4.983 1.828 -2.936 -0.74
N -4.674 0.549 -2.284 0.32
C -5.814 -0.206 -1.743 -1.30
C -6.769 -0.614 -2.836 0.48
C -8.057 -0.097 -2.876 -0.28
C -8.932 -0.460 -3.896 -0.63
C -8.513 -1.339 -4.883 -0.41
C -7.224 -1.860 -4.847 -0.73
C -6.355 -1.502 -3.828 -0.19
C -3.427 0.067 -2.306 -0.01
S -2.918 -1.472 -2.129 -0.15
C -1.731 2.884 -4.288 -2.15
C -1.965 4.297 -3.818 1.09
C -2.775 5.145 -4.567 -0.24
C -3.044 6.434 -4.128 -0.78
C -2.498 6.886 -2.935 -0.40
C -1.667 6.055 -2.194 -0.84
C -1.401 4.768 -2.633 -0.23
H -4.281 1.195 -4.874 0.31
H -4.245 2.949 -4.605 0.39
H -6.022 1.795 -3.263 0.53
H -4.863 2.666 -2.244 0.23
H -6.319 0.435 -1.017 0.39
H -5.408 -1.071 -1.224 0.51
H -8.385 0.587 -2.100 0.38
H -9.936 -0.057 -3.916 0.39
H -9.190 -1.622 -5.678 0.39
H -6.898 -2.553 -5.612 0.42
H -5.353 -1.917 -3.791 0.40
H -1.865 2.806 -5.367 0.48
H -0.723 2.540 -4.062 0.85
H -3.177 4.810 -5.518 0.46
H -3.667 7.088 -4.724 0.40
H -2.707 7.891 -2.590 0.40
H -1.213 6.413 -1.279 0.45
H -0.734 4.139 -2.055 0.44
O -0.029 3.666 1.441 -0.69
Cl 0.647 2.574 0.785 1.53
O 1.947 2.952 0.287 -0.65
O 0.908 1.498 1.920 -0.62
O -0.927 0.405 -0.623 0.79
O 0.707 -1.095 -2.811 -0.53
Cl 1.506 -1.177 -1.647 1.74
O 2.753 -1.805 -1.851 -0.59
O 1.691 0.200 -1.017 -0.65
O 0.746 -1.867 -0.526 -0.61
C -2.047 -2.256 1.448 -1.28
C -0.933 -2.500 2.426 1.29
C -1.147 -3.465 3.424 -1.04
C -0.152 -3.774 4.295 -0.68
C 1.116 -3.178 4.163 0.90
C 2.197 -3.548 4.997 -0.94
C 3.423 -3.001 4.775 -0.71
C 3.612 -2.091 3.713 -0.62
C 2.585 -1.706 2.889 0.93
S 2.908 -0.668 1.505 -0.47
C 1.301 -2.234 3.142 -0.12
N 0.233 -1.869 2.311 0.12
H -2.801 -1.597 1.872 0.25
H -2.517 -3.212 1.216 0.58
H -1.740 -1.826 0.492 -0.11
H -2.111 -3.953 3.474 0.55
H -0.308 -4.511 5.074 0.44
H 2.032 -4.272 5.785 0.40
H 4.267 -3.278 5.393 0.40
H 4.601 -1.695 3.519 0.48
C -3.212 2.056 1.446 -0.79
C -2.163 1.438 2.322 0.31
N -1.959 1.968 3.528 -0.31
O -1.514 0.456 1.943 -0.34
H -4.179 2.040 1.951 0.47
H -3.266 1.489 0.520 -0.25
H -2.950 3.094 1.230 0.42
H -2.388 2.841 3.783 0.23
H -1.160 1.659 4.061 0.25


15
Properties=species:S:1:pos:R:3:mulliken_charge:R:1 method="wB97M-V/def2-TZVPD" smiles="O=[N+]([O-])c1cccc(O)c1" charge=0 multiplicity=1 energy_ev=-13930.3220 max_force_ha_per_bohr=0.1355 homo_lumo_gap_ev=8.03 lumo_energy_ev=-1.4057 homo_energy_ev=-9.43
C -1.179 -0.733 0.031 0.77
C -1.657 0.681 -0.015 -0.81
C -0.642 1.555 -0.221 -0.27
C 0.739 1.145 0.004 -0.51
C 1.046 -0.130 -0.134 0.22
C 0.099 -1.131 -0.098 -0.45
H -2.976 -1.453 0.765 0.34
H -2.617 1.003 -0.100 0.45
H -0.793 2.736 -0.450 0.23
H 1.386 1.966 -0.046 0.42
H 0.255 -2.199 -0.234 0.41
N 2.407 -0.459 0.036 0.72
O -2.110 -1.742 0.254 -0.55
O 2.865 -1.700 -0.352 -0.50
O 3.177 0.460 0.561 -0.47


54
Properties=species:S:1:pos:R:3:mulliken_spin:R:1 method="wB97M-V/def2-TZVPD" charge=0 multiplicity=2 energy_ev=-54199.2503 max_force_ha_per_bohr=0.0614 homo_lumo_gap_ev="5.39 / 5.55" lumo_energy_ev="-0.7156 / -0.6582" homo_energy_ev="-6.10 / -6.21"
Re 0.270 -0.028 -0.093 0.82
C 4.538 -1.958 -0.877 0.00
C 3.389 -1.082 -0.446 0.04
S 1.780 -1.574 -0.982 -0.02
C 3.529 -0.002 0.326 0.01
C 4.861 0.456 0.867 0.00
S 2.147 0.970 0.835 0.02
H 4.272 -2.526 -1.768 0.00
H 4.804 -2.675 -0.095 0.00
H 5.430 -1.372 -1.102 0.00
H 5.641 0.404 0.106 0.00
H 5.178 -0.165 1.709 0.00
H 4.798 1.485 1.219 0.00
C -0.041 1.252 3.126 0.01
P -0.623 0.041 1.911 0.10
C -1.158 -1.319 2.983 -0.01
C -2.362 1.085 1.039 -0.12
C -2.943 1.975 1.970 0.07
C -4.104 1.673 2.677 -0.03
C -4.830 0.542 2.366 0.06
C -4.401 -0.263 1.304 -0.03
C -3.222 0.007 0.657 0.10
H 0.224 2.174 2.612 0.00
H 0.862 0.841 3.581 0.00
H -0.794 1.447 3.890 0.00
H -1.812 -0.939 3.770 0.00
H -0.275 -1.777 3.433 0.01
H -1.692 -2.064 2.395 0.00
H -2.418 2.903 2.172 0.01
H -4.468 2.354 3.437 0.00
H -5.732 0.298 2.913 0.00
H -5.006 -1.105 0.989 0.00
H -2.876 -0.648 -0.137 0.01
C -2.845 -3.790 -2.531 0.00
C -2.085 -2.543 -2.964 0.01
C -3.026 -1.581 -3.680 0.00
C -0.917 -2.932 -3.875 0.00
N -1.624 -1.915 -1.703 -0.02
N -0.919 -0.675 -1.879 -0.02
H -3.259 -4.305 -3.398 0.00
H -3.659 -3.521 -1.856 0.00
H -2.183 -4.485 -2.008 0.00
H -3.542 -2.099 -4.489 0.00
H -2.489 -0.742 -4.127 0.00
H -3.775 -1.192 -2.987 0.00
H -1.276 -3.521 -4.721 0.00
H -0.183 -3.529 -3.330 0.00
H -0.407 -2.057 -4.284 0.00
H -0.974 -2.536 -1.228 -0.01
H -1.583 0.031 -2.178 0.00
H -0.201 -0.764 -2.600 0.00
C -1.388 1.584 0.003 0.01
H -1.955 1.796 -0.911 -0.01
H -0.968 2.540 0.330 0.01


63
Properties=species:S:1:pos:R:3:mulliken_spin:R:1 method="wB97M-V/def2-TZVPD" charge=+1 multiplicity=3 energy_ev=-87784.7915 max_force_ha_per_bohr=0.0101 homo_lumo_gap_ev="8.33 / 8.28" lumo_energy_ev="-2.3740 / -2.4651" homo_energy_ev="-10.70 / -10.74"
Ni 0.067 -0.033 -0.427 1.65
C -3.136 0.774 -2.946 0.00
C -1.658 0.891 -2.722 0.02
O -1.184 1.100 -1.593 0.00
N -0.859 0.786 -3.785 0.01
C 0.593 0.871 -3.667 0.01
C 1.210 -0.476 -3.389 -0.01
C 1.882 -1.155 -4.391 0.00
C 2.397 -2.415 -4.131 0.00
C 2.206 -2.959 -2.874 0.00
C 1.524 -2.217 -1.928 0.01
N 1.042 -0.992 -2.161 0.03
H -3.655 0.983 -2.016 0.00
H -3.377 -0.242 -3.267 0.00
H -3.467 1.466 -3.721 0.00
H -1.262 0.538 -4.675 0.00
H 0.817 1.564 -2.860 0.00
H 0.989 1.283 -4.591 0.00
H 1.999 -0.697 -5.365 0.00
H 2.929 -2.961 -4.898 0.00
H 2.577 -3.942 -2.622 0.00
H 1.341 -2.623 -0.944 0.00
S 2.389 -2.565 2.422 0.00
C 3.505 -1.308 1.978 0.00
C 4.829 -1.132 2.365 0.00
C 5.511 -0.040 1.864 0.00
C 4.886 0.864 0.996 0.00
C 3.571 0.688 0.615 0.01
C 2.875 -0.414 1.110 -0.02
N 1.554 -0.740 0.829 0.01
C 1.172 -1.833 1.435 0.06
C -0.173 -2.361 1.203 -0.15
C -0.635 -3.530 1.811 0.01
C -1.905 -3.986 1.513 -0.01
C -2.700 -3.267 0.624 0.01
C -2.227 -2.098 0.033 0.00
C -0.947 -1.617 0.295 0.30
H 5.312 -1.826 3.040 0.00
H 6.543 0.117 2.146 0.00
H 5.444 1.712 0.624 0.00
H 3.078 1.382 -0.056 0.01
H -0.013 -4.078 2.513 0.00
H -2.277 -4.894 1.968 0.00
H -3.698 -3.623 0.396 0.00
H -2.886 -1.548 -0.632 0.00
C -3.626 3.158 1.819 0.00
C -2.243 2.653 2.211 0.00
C -1.289 3.838 2.403 0.00
C -2.333 1.833 3.495 0.00
N -1.830 1.761 1.108 0.00
N -0.501 1.255 1.218 0.05
H -4.030 3.807 2.597 0.00
H -4.309 2.318 1.675 0.00
H -3.583 3.735 0.890 0.00
H -1.698 4.543 3.129 0.00
H -1.143 4.375 1.461 0.00
H -0.314 3.519 2.781 0.00
H -2.800 2.423 4.284 0.00
H -1.346 1.535 3.861 0.00
H -2.932 0.935 3.329 0.00
H -1.909 2.223 0.211 0.00
H -0.478 0.648 2.029 0.00
H 0.179 1.998 1.380 0.00